Entry from the OMol25 dataset: 11 unconnected molecules or ions with the total composition C51H121N3O11 at a distorted geometry (ωB97M-V/def2-TZVPD).

CARTESIAN COORDINATES (ANGSTROEM)
C1 11.050 -1.033 -2.416
C2 9.618 -1.680 -2.384
C3 8.798 -1.079 -3.631
C4 9.899 -3.176 -2.690
C5 8.751 -4.053 -2.417
C6 8.116 -3.825 -1.032
C7 7.816 -2.333 -0.655
C8 6.603 -1.817 -1.427
C9 7.553 -2.200 0.847
N1 9.020 -1.559 -0.998
O1 9.022 -0.291 -0.520
H1 11.141 0.035 -2.217
H2 11.661 -1.479 -1.632
H3 11.447 -1.239 -3.410
H4 8.296 -0.142 -3.388
H5 9.419 -0.808 -4.484
H6 8.111 -1.774 -4.113
H7 10.103 -3.334 -3.749
H8 10.733 -3.610 -2.139
H9 8.043 -3.919 -3.234
H10 9.099 -5.085 -2.437
H11 8.738 -4.279 -0.261
H12 7.196 -4.405 -1.103
H13 6.776 -1.943 -2.496
H14 6.539 -0.750 -1.211
H15 5.714 -2.272 -0.990
H16 8.423 -2.423 1.464
H17 6.738 -2.829 1.203
H18 7.199 -1.204 1.114
H19 9.621 -0.315 0.229
C10 0.529 7.858 3.284
C11 -1.007 7.998 3.318
C12 -1.360 9.358 4.035
C13 -1.510 7.992 1.888
C14 -3.027 7.901 1.713
C15 -3.512 6.629 2.372
C16 -3.092 6.500 3.868
C17 -4.010 7.428 4.701
C18 -3.360 5.061 4.372
N2 -1.588 6.825 4.013
O2 -1.037 6.494 5.200
H20 0.943 7.753 4.286
H21 0.734 6.947 2.722
H22 0.987 8.703 2.770
H23 -2.351 9.677 3.714
H24 -1.275 9.324 5.121
H25 -0.718 10.158 3.667
H26 -1.220 8.977 1.522
H27 -1.123 7.187 1.263
H28 -3.606 8.689 2.193
H29 -3.220 7.960 0.642
H30 -3.353 5.777 1.711
H31 -4.581 6.832 2.421
H32 -4.231 8.358 4.177
H33 -3.645 7.765 5.671
H34 -4.973 6.977 4.938
H35 -2.625 4.363 3.970
H36 -4.290 4.686 3.944
H37 -3.497 4.999 5.452
H38 -0.697 5.619 5.001
C19 0.482 -0.416 -0.630
C20 -0.631 0.112 0.294
C21 -1.536 1.087 -0.494
C22 -1.575 -1.114 0.682
C23 -1.006 -2.050 1.799
C24 -0.510 -1.179 2.969
C25 0.471 -0.009 2.579
C26 0.628 0.762 3.911
C27 1.878 -0.692 2.212
N3 -0.151 0.806 1.515
O3 0.567 1.967 1.331
H39 0.180 -0.458 -1.676
H40 1.402 0.169 -0.619
H41 0.673 -1.471 -0.434
H42 -2.486 1.251 0.015
H43 -1.170 2.085 -0.734
H44 -1.864 0.644 -1.434
H45 -2.372 -0.684 1.287
H46 -2.025 -1.558 -0.207
H47 -1.784 -2.706 2.190
H48 -0.270 -2.768 1.438
H49 -0.031 -1.851 3.681
H50 -1.390 -0.745 3.444
H51 0.977 0.108 4.711
H52 -0.343 1.155 4.211
H53 1.298 1.610 3.767
H54 2.653 -0.045 1.802
H55 1.578 -1.484 1.526
H56 2.251 -1.247 3.073
H57 0.033 2.693 1.661
C28 -0.535 -3.454 -8.747
C29 -0.362 -3.053 -7.277
C30 0.807 -3.681 -6.565
O4 -0.333 -1.685 -7.028
H58 -0.015 -2.759 -9.406
H59 -1.601 -3.515 -8.969
H60 -0.252 -4.486 -8.955
H61 -1.211 -3.467 -6.732
H62 1.085 -3.209 -5.622
H63 1.703 -3.702 -7.185
H64 0.472 -4.685 -6.303
H65 0.526 -1.362 -7.307
C31 -4.236 -6.899 5.245
C32 -5.378 -7.329 6.139
C33 -5.362 -6.654 7.540
O5 -6.675 -6.939 5.616
H66 -4.396 -5.918 4.797
H67 -4.121 -7.489 4.336
H68 -3.284 -6.934 5.776
H69 -5.366 -8.417 6.214
H70 -5.392 -5.585 7.330
H71 -4.437 -6.918 8.053
H72 -6.233 -6.918 8.139
H73 -7.228 -6.638 6.341
C34 -7.024 -0.424 -5.148
C35 -5.676 -0.807 -5.374
C36 -5.431 -2.330 -5.006
O6 -5.392 -0.575 -6.735
H74 -7.807 -0.962 -5.682
H75 -7.259 0.565 -5.539
H76 -7.311 -0.463 -4.097
H77 -5.061 -0.107 -4.808
H78 -5.919 -2.435 -4.037
H79 -4.353 -2.408 -4.863
H80 -5.831 -2.939 -5.816
H81 -4.449 -0.735 -6.821
C37 -5.655 -7.892 -1.838
C38 -4.646 -7.722 -0.721
C39 -3.226 -7.795 -1.269
O7 -4.920 -6.528 -0.013
H82 -5.622 -8.913 -2.217
H83 -5.621 -7.259 -2.725
H84 -6.706 -7.708 -1.615
H85 -4.942 -8.455 0.029
H86 -2.993 -8.643 -1.913
H87 -2.471 -7.909 -0.492
H88 -3.073 -6.827 -1.747
H89 -5.850 -6.571 0.223
C40 -8.078 0.386 5.757
C41 -7.976 -0.499 4.515
C42 -6.777 -1.445 4.557
O8 -9.035 -1.374 4.386
H90 -8.888 1.092 5.572
H91 -7.085 0.818 5.876
H92 -8.348 -0.170 6.655
H93 -7.878 0.143 3.639
H94 -5.795 -1.003 4.723
H95 -6.717 -2.056 3.657
H96 -6.782 -2.158 5.381
H97 -9.630 -1.152 5.105
C43 6.437 0.793 6.829
C44 5.305 1.288 7.795
C45 4.758 0.102 8.610
O9 5.835 2.252 8.666
H98 7.351 0.402 7.276
H99 6.909 1.572 6.230
H100 6.068 -0.017 6.200
H101 4.432 1.671 7.267
H102 4.085 -0.504 8.002
H103 4.071 0.520 9.345
H104 5.486 -0.487 9.167
H105 5.254 2.998 8.831
C46 -0.804 5.239 -5.964
C47 -2.207 4.560 -5.821
C48 -3.092 5.271 -4.799
O10 -2.919 4.383 -7.017
H106 -0.502 5.391 -4.928
H107 -0.831 6.104 -6.627
H108 -0.118 4.529 -6.428
H109 -2.047 3.555 -5.432
H110 -4.068 4.796 -4.704
H111 -3.234 6.308 -5.102
H112 -2.658 5.374 -3.804
H113 -2.426 3.935 -7.708
C49 3.724 1.267 -6.166
C50 3.705 1.349 -7.681
C51 5.039 1.514 -8.337
O11 3.205 0.229 -8.259
H114 2.707 1.145 -5.794
H115 4.141 2.168 -5.715
H116 4.324 0.413 -5.851
H117 2.926 2.022 -8.039
H118 4.976 2.170 -9.205
H119 5.488 0.602 -8.730
H120 5.763 1.878 -7.608
H121 3.511 0.221 -9.169

**Gap between HOMO and LUMO**: 0.2997 hartree
**Calculated total energy**: -81833.149 eV
**HOMO**: -8.0 eV
**SMILES**: CC1(C)CCCC(C)(C)N1O.CC1(C)CCCC(C)(C)N1O.CC1(C)CCCC(C)(C)N1O.CC(C)O.CC(C)O.CC(C)O.CC(C)O.CC(C)O.CC(C)O.CC(C)O.CC(C)O